# C38H41BClN8O3PSr

C38H41BClN8O3PSr as an isolated structure in a non-equilibrium geometry (ωB97M-V/def2-TZVPD, OMol25).

Atoms and positions in Å:
H 0.345 3.092 -2.662
C -4.045 -0.102 1.366
C 3.442 0.367 2.846
C -1.596 -3.381 -1.536
C 0.664 -3.135 5.372
N 0.255 2.810 1.591
C -3.411 1.264 3.490
H 3.096 -0.824 -0.207
C 3.014 -3.154 4.944
H 4.067 -2.261 -4.392
O -0.523 -2.568 5.711
H 4.476 0.242 3.101
C 2.928 -4.474 4.527
C 3.329 -3.581 -2.880
C -2.840 -3.791 -3.545
C -2.798 -3.258 -0.835
C 1.262 -2.945 -1.829
Cl 4.330 -5.289 3.964
C 0.064 4.231 5.886
H -0.324 -0.558 5.151
N -0.105 2.141 0.493
H 0.348 1.407 -2.095
C -3.134 0.660 2.256
H 1.202 4.848 -0.746
C 0.832 4.056 -0.131
H 2.192 -0.672 -4.164
H -1.153 2.338 -2.092
C 1.229 -1.798 -2.624
H -0.321 1.701 7.950
H -0.366 -4.974 5.050
H 1.411 2.015 7.941
H -5.033 0.352 1.354
C 2.529 1.196 3.460
H 1.331 -0.912 6.751
H 0.279 3.294 8.428
H -4.941 -3.260 -0.954
C 3.280 -2.452 -3.679
C 0.435 2.459 7.751
N 1.341 1.053 2.841
H -3.651 -0.134 0.349
H -4.346 1.310 4.007
C 3.205 -1.228 0.802
N 1.472 0.191 1.826
H -4.142 -1.120 1.743
C 1.902 -2.462 5.396
H 4.157 -4.267 -2.971
H -1.988 2.328 4.800
H -1.976 -1.248 5.296
H 4.255 -1.455 0.976
H -2.776 -3.078 0.236
H 0.401 -1.104 -2.502
C -1.622 -3.648 -2.901
C 0.337 2.926 6.346
H 3.970 -2.659 4.919
H 3.058 -0.971 6.359
C 0.210 -4.743 0.180
H -0.138 4.871 3.765
P -0.058 -3.099 -0.581
C 0.598 -4.489 5.016
C -4.011 -3.379 -1.491
C 0.216 2.869 -0.561
H -4.970 -3.735 -3.374
H -0.098 5.103 6.485
N -1.847 0.809 1.981
B 0.159 2.051 2.916
H 2.620 -2.149 0.869
H 1.134 -4.729 0.758
C -0.856 -1.794 3.480
N 0.484 2.117 5.310
H 1.243 4.645 1.971
C 2.328 -3.831 -1.955
N -1.271 1.471 2.987
H 1.657 -6.198 4.288
C -0.946 -1.447 4.997
H -0.704 -3.734 -3.468
C 1.717 -5.162 4.587
C -4.030 -3.642 -2.852
H -2.861 -4.012 -4.601
H 1.917 -0.329 5.190
C 2.054 -1.089 5.959
O 0.280 -2.015 3.046
H 0.243 -5.521 -0.585
C 0.842 3.970 1.243
C 2.226 -1.558 -3.550
O -1.893 -1.810 2.825
Sr -0.497 -0.874 1.245
H 2.677 1.859 4.288
C 2.724 -0.249 1.814
C -0.076 2.401 -1.940
C -2.206 1.773 3.911
H -0.622 -4.941 0.855
H 2.392 -4.714 -1.337
C 0.054 4.131 4.516
N 0.328 2.848 4.191

Results
orbital gap (spin up / spin down)	0.29582 / 0.14680	Eh
calculated total energy	-2993.4535	Ha
spin multiplicity	2
<S²>	0.767
LUMO energy (spin up / spin down)	-2.6 / -6.6	eV
energy relative to the best compared isomer or geometry (same formula, charge and spin)	57.5	kcal per mole
largest force on an atom	4.36	eV/Å
total charge	+1